Below is a cluster of 2 separate species, C2H9NS in total at a distorted geometry, with properties calculated with wB97M-V/def2-TZVPD.

Computed properties:
SMILES = CNC.S
Gap between HOMO and LUMO = 9.03 eV
Energy above the lowest of the compared OMol25 structures with the same formula, charge and spin = 1.600 eV
Charge = 0
Multiplicity = 1

Geometry (Å):
S (-2.967, 1.844, -1.146)
N (1.178, -0.412, -0.215)
C (0.942, 0.692, 0.806)
C (0.522, -1.754, -0.185)
H (1.611, 1.499, 0.640)
H (1.109, 0.358, 1.821)
H (0.359, -2.283, 0.845)
H (-3.196, 0.952, -0.235)
H (1.751, -0.388, -1.118)
H (-0.508, -1.567, -0.653)
H (1.157, -2.444, -0.813)
H (-0.052, 1.172, 0.768)
H (-1.909, 2.334, -0.515)

Below is a structure of composition C46H50As3CaI2N4O2S3 at a distorted geometry, with properties calculated with wB97M-V/def2-TZVPD.

Computed properties:
Gap between HOMO and LUMO (spin up / spin down) = 3.05 / 4.62 eV
Energy above the lowest of the compared OMol25 structures with the same formula, charge and spin = 4.427 eV
Charge = +1
Multiplicity = 1

Geometry (Å):
I (-1.283, -1.208, -6.045)
I (1.947, -2.081, -3.262)
As (2.899, -1.602, 1.521)
As (5.633, -0.015, 6.974)
As (2.110, 0.932, 2.177)
Ca (-0.823, -0.669, -3.033)
S (-6.599, 3.343, -1.487)
S (4.807, 1.386, -4.859)
S (-2.334, -1.620, -0.068)
O (-2.856, -0.975, 1.106)
O (-1.093, -1.056, -0.659)
N (-4.695, -1.907, -3.648)
N (-2.043, 1.346, -2.704)
N (0.515, 1.387, -3.553)
N (-3.257, -1.709, -1.379)
C (-5.253, 2.340, -1.187)
C (-6.468, -2.957, 0.013)
C (-6.884, -1.881, -4.693)
C (3.140, 0.669, 3.919)
C (-1.550, 2.525, -3.152)
C (-5.477, -1.806, -4.685)
C (4.429, -2.006, 0.354)
C (-2.105, -3.273, 0.485)
C (2.498, 2.629, -4.117)
C (-6.743, 1.715, 0.519)
C (1.777, 3.819, -4.312)
C (-7.507, 2.584, -0.182)
C (5.984, 3.650, -4.808)
C (-0.388, 4.996, -3.936)
C (-2.296, -5.699, 0.387)
C (-3.604, 3.669, -2.697)
C (0.407, 3.836, -4.014)
C (7.443, -0.484, 6.245)
C (-6.753, -2.288, -2.353)
C (4.671, 3.889, -4.254)
C (-2.404, -4.453, -0.241)
C (-1.822, -5.811, 1.707)
C (-0.162, 2.571, -3.562)
C (-5.319, -2.101, -2.487)
C (-4.053, 2.528, -1.962)
C (1.746, -3.174, 1.382)
C (-7.558, -2.116, -3.528)
C (-2.289, 3.744, -3.119)
C (-4.539, -2.138, -1.273)
C (5.474, -0.093, 3.317)
C (2.435, 2.866, 1.877)
C (-5.457, 1.572, -0.076)
C (1.851, 1.490, -3.665)
C (3.580, -1.759, 3.455)
C (-3.223, 1.379, -2.074)
C (0.252, 1.159, 2.733)
C (-1.490, -4.619, 2.389)
C (3.908, 2.746, -4.303)
C (-1.663, -3.346, 1.811)
C (-7.291, -2.778, -1.144)
C (5.400, 1.927, 6.640)
C (6.138, 2.424, -5.230)
C (4.510, -0.822, 5.513)
C (-5.157, -2.512, -0.054)
C (-1.715, 4.956, -3.550)
C (4.195, -0.468, 4.052)
H (3.466, 3.143, 1.913)
H (4.356, -2.599, 3.459)
H (1.877, 3.518, 2.596)
H (8.146, 0.136, 6.869)
H (-3.628, 0.463, -1.593)
H (0.114, 2.059, 3.359)
H (-8.319, -3.129, -1.238)
H (5.060, -1.788, 5.466)
H (-4.959, -1.750, -5.631)
H (5.199, -2.649, 0.862)
H (1.008, -3.078, 2.162)
H (6.187, -0.967, 3.375)
H (-2.584, -6.569, -0.180)
H (-1.385, -2.439, 2.314)
H (4.969, -1.158, 0.013)
H (-7.382, -1.886, -5.625)
H (7.618, -1.556, 6.410)
H (-4.172, 4.561, -2.764)
H (-0.073, 0.286, 3.324)
H (6.978, 1.988, -5.788)
H (2.291, 4.679, -4.698)
H (4.417, 2.327, 6.960)
H (-0.002, 5.964, -4.201)
H (-6.902, -3.484, 0.858)
H (4.350, 4.830, -3.703)
H (-1.012, -4.712, 3.388)
H (5.921, 0.713, 3.895)
H (-7.040, 1.254, 1.480)
H (-1.583, -6.763, 2.136)
H (6.197, 2.407, 7.071)
H (3.583, -1.085, 6.066)
H (5.323, 0.266, 2.232)
H (-2.273, 5.886, -3.563)
H (1.955, 3.122, 0.941)
H (-4.780, 0.811, 0.328)
H (1.253, -3.307, 0.390)
H (3.608, 1.656, 4.125)
H (-0.343, 1.228, 1.806)
H (2.407, 0.569, -3.614)
H (-8.639, -2.080, -3.493)
H (2.371, 0.546, 4.649)
H (2.670, -2.064, 4.021)
H (6.742, 4.505, -4.902)
H (7.570, -0.154, 5.207)
H (2.308, -4.039, 1.640)
H (-2.687, -4.381, -1.288)
H (-8.519, 2.887, -0.030)
H (5.351, 2.032, 5.458)
H (-4.616, -2.350, 0.845)
H (4.017, -2.501, -0.532)

Below is a structure of composition C6H24FN12NiO6 at a distorted geometry, with properties calculated with wB97M-V/def2-TZVPD.

Computed properties:
Gap between HOMO and LUMO = 2.47 eV
Charge = +1
Multiplicity = 1

Geometry (Å):
Ni (-0.513, -0.411, 0.138)
F (-2.622, 1.283, 0.812)
O (-1.829, -1.227, -2.792)
O (1.236, -0.027, 3.141)
O (2.504, -2.321, -0.702)
O (-3.093, 5.576, -2.928)
O (1.270, 1.665, -1.373)
O (-1.968, -2.854, 1.688)
N (-1.924, -3.139, 4.002)
N (-1.637, -1.116, -4.995)
N (3.388, 2.109, -1.524)
N (2.228, 3.394, -0.358)
N (-3.558, 4.991, -0.820)
N (-2.372, 3.771, -2.026)
N (-3.558, -3.876, 2.954)
N (4.161, -3.130, -2.050)
N (4.080, -3.667, -0.062)
N (-3.558, -0.924, -4.106)
N (2.481, -0.252, 4.983)
N (1.581, 1.662, 4.549)
C (-2.300, -1.092, -3.893)
C (2.199, 2.411, -1.196)
C (1.744, 0.444, 4.177)
C (-2.448, -3.231, 2.756)
C (-2.979, 4.880, -1.972)
C (3.482, -3.026, -0.964)
H (4.673, -4.394, -0.439)
H (-4.162, -4.096, 2.175)
H (5.137, -3.375, -2.144)
H (-0.637, -1.100, -4.852)
H (3.649, -3.719, 0.850)
H (-4.288, 5.676, -0.687)
H (-4.122, -0.628, -3.322)
H (-2.441, -3.353, 4.843)
H (-2.589, 3.125, -1.281)
H (3.648, 1.371, -2.163)
H (-2.032, 3.459, -2.924)
H (0.810, 2.257, 4.281)
H (2.279, 1.945, 5.221)
H (3.293, 0.095, 5.474)
H (1.486, 3.546, 0.311)
H (-3.966, -3.979, 3.872)
H (3.666, -2.986, -2.919)
H (-3.402, 4.293, -0.107)
H (4.026, 2.805, -1.165)
H (-3.712, -1.331, -5.018)
H (2.535, -1.217, 4.690)
H (-0.945, -3.386, 4.042)
H (-1.989, -0.817, -5.894)
H (3.090, 3.914, -0.280)

Below is a cluster of 2 separate species, C9H14O in total at a distorted geometry, with properties calculated with wB97M-V/def2-TZVPD.

Computed properties:
Gap between HOMO and LUMO (spin up / spin down) = 3.01 / 7.21 eV
Energy above the lowest of the compared OMol25 structures with the same formula, charge and spin = 0.773 eV
Charge = -1
Multiplicity = 2

Geometry (Å):
O (0.413, 2.892, -0.384)
C (2.255, 0.023, -0.677)
C (-0.621, -0.055, 1.507)
C (-0.016, 1.197, 1.256)
C (-0.407, 1.915, 0.119)
C (-2.255, 0.293, -0.231)
C (-1.599, 1.560, -0.516)
C (-2.328, -1.828, 1.165)
C (-1.745, -0.482, 0.770)
C (2.516, -1.202, -1.597)
H (1.347, 2.719, -0.202)
H (-0.170, -0.654, 2.293)
H (2.246, -2.130, -1.085)
H (1.781, -1.225, -2.404)
H (-2.500, -1.893, 2.241)
H (3.541, -1.287, -1.968)
H (2.847, 0.859, -1.083)
H (-1.994, 2.267, -1.241)
H (2.615, -0.196, 0.321)
H (-3.307, -2.054, 0.730)
H (-1.566, -2.559, 0.871)
H (1.216, 0.249, -0.876)
H (-3.003, 0.032, -0.966)
H (0.734, 1.557, 1.956)

Below is a cluster of 2 separate species, C12H14NO2 in total at a distorted geometry, with properties calculated with wB97M-V/def2-TZVPD.

Computed properties:
Gap between HOMO and LUMO = 6.92 eV
Energy above the lowest of the compared OMol25 structures with the same formula, charge and spin = 1.214 eV
Charge = -1
Multiplicity = 1

Geometry (Å):
O (1.049, -0.688, -3.664)
O (1.065, -2.931, -3.559)
N (-2.272, -0.503, 1.986)
C (0.899, 0.858, 3.462)
C (-1.226, 0.171, -1.477)
C (1.373, -1.792, -3.170)
C (-2.442, -0.523, 0.630)
C (-1.028, 0.002, 2.298)
C (0.901, 0.803, 1.022)
C (2.149, -1.601, -1.775)
C (-1.321, 0.019, -0.007)
C (-0.382, 0.395, 3.476)
C (1.561, 1.010, 2.220)
C (-0.668, 1.565, -1.929)
C (-0.397, 0.286, 1.058)
H (-2.930, -0.820, 2.675)
H (-1.252, 2.082, -2.736)
H (0.357, 1.374, -2.319)
H (2.965, -0.956, -2.099)
H (-0.941, 0.274, 4.414)
H (-0.595, 2.336, -1.120)
H (2.353, -2.552, -1.302)
H (-0.677, -0.643, -1.972)
H (1.393, 1.064, 0.108)
H (1.628, -1.014, -1.033)
H (1.381, 1.089, 4.414)
H (2.522, 1.504, 2.152)
H (-2.224, 0.238, -1.887)
H (-3.240, -1.049, 0.134)

Below is a cluster of 9 separate species, C48H120F6N8O16P in total at a distorted geometry, with properties calculated with wB97M-V/def2-TZVPD.

Computed properties:
Gap between HOMO and LUMO = 7.70 eV
Energy above the lowest of the compared OMol25 structures with the same formula, charge and spin = 0.554 eV
Charge = -1
Multiplicity = 1

Geometry (Å):
P (0.661, 0.084, -0.731)
F (2.101, 0.360, -0.032)
F (-0.792, -0.271, -1.450)
F (1.266, 0.797, -2.059)
F (1.236, -1.317, -1.330)
F (0.169, -0.688, 0.614)
F (0.184, 1.549, -0.156)
O (-4.313, 1.487, 0.442)
O (-0.565, -4.317, -2.733)
O (-2.345, 1.408, -3.755)
O (-6.628, 7.478, -0.547)
O (-0.671, 0.992, 4.415)
O (1.137, -6.704, 2.588)
O (4.442, -4.756, 1.153)
O (-2.892, -3.259, 3.681)
O (-2.223, 5.052, 0.366)
O (8.408, 1.756, 2.538)
O (-4.875, 0.896, 4.841)
O (-4.266, 0.921, -6.140)
O (-1.244, -0.076, -5.899)
O (4.696, -1.527, -4.182)
O (4.241, 2.358, 3.398)
O (8.799, -4.776, -3.937)
N (6.596, -3.056, -2.593)
N (-2.384, -0.816, 1.077)
N (5.970, 1.987, 1.110)
N (1.947, -3.882, 2.493)
N (-1.779, -1.573, -3.723)
N (-2.921, 2.741, 4.691)
N (-4.750, -0.138, -3.498)
N (-4.143, 6.613, 2.205)
C (-5.615, -0.282, 5.289)
C (3.686, -3.717, 0.581)
C (3.776, 2.420, 2.072)
C (-1.077, 4.644, -0.357)
C (-5.889, 0.299, -4.378)
C (-0.516, 2.373, 4.717)
C (-2.455, 0.486, 1.743)
C (3.609, -1.000, -4.938)
C (0.403, 0.429, 3.708)
C (9.159, -6.072, -4.392)
C (-0.918, 1.009, -6.769)
C (-4.358, 0.817, -2.478)
C (-5.905, 7.694, 0.677)
C (8.030, 0.715, 3.465)
C (6.943, 0.942, 0.673)
C (-4.992, 1.950, 5.742)
C (-1.361, -3.380, -1.978)
C (-2.922, 1.580, 0.783)
C (-5.475, 1.340, -5.438)
C (4.611, 1.482, 1.180)
C (0.250, -5.568, 2.512)
C (8.419, -4.732, -2.611)
C (-3.344, 5.389, 2.418)
C (5.094, -5.553, 0.123)
C (0.666, -8.050, 2.968)
C (-0.199, -0.990, -5.564)
C (-7.288, 8.674, -0.887)
C (7.919, -3.349, -2.237)
C (-4.298, 1.458, -7.508)
C (-4.989, 6.454, 1.016)
C (2.861, -3.042, 1.747)
C (0.395, -5.023, -1.960)
C (-2.314, -2.773, -2.954)
C (6.072, -1.748, -2.170)
C (-1.966, 5.375, 1.771)
C (-3.392, 1.968, -2.939)
C (4.660, -1.402, -2.766)
C (-3.631, -3.622, 4.804)
C (0.883, -4.480, 1.651)
C (-3.283, -2.233, 2.868)
C (3.499, 3.168, 4.306)
C (-4.119, 3.148, 5.337)
C (-5.205, 1.472, 1.590)
C (-1.712, 2.832, 5.519)
C (-1.123, 2.169, -3.661)
C (-0.655, -2.067, -4.566)
C (8.373, 1.322, 1.140)
C (-2.133, -1.944, 1.876)
H (2.490, 2.811, 4.515)
H (-2.823, -3.427, -3.662)
H (-5.596, -1.018, 4.484)
H (-0.696, -5.827, 2.037)
H (-5.296, 8.598, 0.646)
H (-6.367, 1.579, -6.017)
H (0.610, -0.421, -5.108)
H (4.087, 3.311, 5.213)
H (-6.230, 1.613, 1.250)
H (-7.760, 8.674, -1.869)
H (-0.124, 1.690, -6.463)
H (8.605, 2.162, 0.484)
H (6.261, 2.219, 2.049)
H (8.065, -3.213, -1.165)
H (-0.449, 2.874, 3.751)
H (4.441, -0.357, -2.545)
H (6.662, -0.081, 0.925)
H (-3.503, -1.334, 3.443)
H (3.378, 4.126, 3.800)
H (-3.025, 1.767, 4.443)
H (-4.597, 3.787, 4.594)
H (-6.650, -0.022, 5.507)
H (-1.976, -2.834, 1.266)
H (-0.339, 1.590, -4.149)
H (3.825, -1.988, -2.383)
H (-0.042, -8.431, 2.232)
H (9.428, -5.970, -5.443)
H (-1.530, -0.806, 0.538)
H (-5.140, 0.520, 2.117)
H (9.156, 0.577, 1.004)
H (-4.912, 2.214, 2.334)
H (-0.307, 5.402, -0.214)
H (-5.180, -0.880, -2.965)
H (7.623, -5.429, -2.348)
H (6.978, 0.830, -0.411)
H (-3.571, -2.814, 5.533)
H (3.682, 3.456, 1.745)
H (-1.539, 3.901, 5.645)
H (-3.187, -2.495, -2.364)
H (-1.754, 1.707, -6.809)
H (5.539, -4.870, -0.601)
H (8.637, -0.156, 3.217)
H (-5.669, 5.614, 1.151)
H (0.628, 0.927, 2.765)
H (-1.102, 3.139, -4.156)
H (-3.857, 0.261, -1.685)
H (8.257, 1.080, 4.467)
H (8.537, -2.575, -2.691)
H (-6.364, -0.553, -4.864)
H (-3.066, 2.523, -2.060)
H (-8.107, 8.903, -0.204)
H (-1.601, 6.395, 1.893)
H (-4.134, -2.568, 2.275)
H (4.313, -2.988, 0.066)
H (10.059, -6.289, -3.816)
H (-3.497, 7.375, 2.056)
H (2.330, -2.207, 1.291)
H (-0.693, 0.667, -7.780)
H (-3.392, 1.150, -8.030)
H (-4.339, 6.394, 0.142)
H (-3.233, 5.296, 3.498)
H (-1.749, 2.367, 6.504)
H (1.142, -5.020, 0.741)
H (-1.246, 4.760, 2.310)
H (-2.284, 1.721, -0.090)
H (2.711, -1.315, -4.407)
H (-0.674, 3.671, -0.077)
H (-6.701, 0.772, -3.825)
H (5.905, -6.180, 0.492)
H (-3.942, 4.520, 2.145)
H (-3.862, 3.661, 6.264)
H (-2.975, 0.576, 2.697)
H (0.044, -0.508, 3.283)
H (-0.732, -2.688, -1.418)
H (0.209, -2.340, -3.960)
H (-1.438, 0.833, 1.923)
H (0.192, -3.739, 1.247)
H (1.175, -4.279, -1.799)
H (4.347, -6.152, -0.400)
H (2.779, 1.981, 2.072)
H (-2.732, 2.541, 1.259)
H (0.376, 2.488, 5.333)
H (3.043, -4.173, -0.171)
H (1.278, 0.263, 4.337)
H (3.594, -1.410, -5.948)
H (2.537, -4.693, 2.617)
H (-1.222, 4.548, -1.433)
H (-6.640, 7.871, 1.463)
H (-4.439, 2.538, -7.531)
H (0.028, -5.396, -1.004)
H (8.379, -6.820, -4.245)
H (-1.283, -1.111, -2.974)
H (-1.957, -3.956, -1.270)
H (-5.177, 1.133, -8.065)
H (4.567, 0.464, 1.567)
H (-4.667, -3.793, 4.513)
H (6.583, -3.106, -3.602)
H (0.268, -1.355, -6.479)
H (-4.034, 2.731, -3.379)
H (6.694, -0.885, -2.403)
H (6.998, 0.369, 3.419)
H (3.567, 0.088, -4.886)
H (6.044, -1.697, -1.081)
H (-5.189, 2.294, -4.997)
H (0.125, -8.031, 3.915)
H (-1.164, -1.832, 2.363)
H (-0.049, -5.157, 3.476)
H (-5.199, 1.220, -1.915)
H (-0.977, -2.977, -5.072)
H (0.826, -5.758, -2.639)
H (9.233, -4.966, -1.924)
H (-4.751, 1.581, 6.739)
H (-6.022, 2.303, 5.778)
H (-5.240, -0.775, 6.186)
H (-6.581, 9.500, -0.966)
H (1.481, -8.764, 2.855)
H (-0.916, 2.316, -2.601)
H (-3.247, -4.536, 5.256)
H (4.259, 1.470, 0.148)
H (3.525, -2.649, 2.517)

no.,total energy (Eh)
1,-534.47089
2,-11327.03167
3,-2959.28239
4,-426.49593
5,-670.94841
6,-4483.06658